A structure of composition C34H29ClN2O2P2V at a distorted geometry, computed with ωB97M-V/def2-TZVPD.

```
71
Properties=species:S:1:pos:R:3:lowdin_spin:R:1
V 0.156 0.081 1.767 1.844
C 0.541 -0.872 -2.465 0.003
N 0.309 -0.316 -1.128 0.015
P -0.925 -0.853 -0.054 0.029
C -1.014 -2.658 -0.209 0.002
C -0.550 -3.452 0.840 0.002
C -0.553 -4.833 0.720 0.000
C -1.021 -5.426 -0.443 0.000
C -1.505 -4.642 -1.482 0.000
C -1.509 -3.262 -1.366 0.000
C -2.487 -0.250 -0.715 0.003
C -2.576 0.914 -1.470 0.000
C -3.822 1.420 -1.805 0.001
C -4.975 0.779 -1.374 -0.001
C -4.889 -0.378 -0.611 0.000
C -3.647 -0.892 -0.278 0.000
P 1.576 0.277 -0.144 0.014
C 2.965 -0.879 -0.337 -0.002
C 2.856 -2.103 0.326 0.001
C 3.860 -3.048 0.216 0.000
C 4.991 -2.766 -0.540 0.000
C 5.110 -1.546 -1.190 0.000
C 4.099 -0.601 -1.094 -0.001
C 2.148 1.802 -0.933 0.000
C 3.169 2.497 -0.279 0.000
C 3.636 3.693 -0.794 0.000
C 3.076 4.206 -1.957 -0.001
C 2.049 3.527 -2.596 0.000
C 1.575 2.328 -2.084 -0.001
H 0.640 -1.958 -2.432 0.000
H 1.464 -0.462 -2.872 0.000
H -0.285 -0.613 -3.130 0.001
H -0.219 -2.987 1.759 0.001
H -0.199 -5.449 1.537 0.000
H -1.026 -6.504 -0.533 0.000
H -1.884 -5.109 -2.381 0.000
H -1.911 -2.649 -2.164 0.000
H -1.675 1.429 -1.784 0.000
H -3.896 2.322 -2.398 0.000
H -5.945 1.183 -1.631 0.000
H -5.789 -0.876 -0.277 0.000
H -3.572 -1.791 0.324 0.000
H 1.970 -2.316 0.916 0.001
H 3.766 -4.002 0.717 0.000
H 5.780 -3.500 -0.623 0.000
H 5.994 -1.328 -1.775 0.000
H 4.195 0.343 -1.613 0.000
H 3.594 2.085 0.632 0.000
H 4.429 4.230 -0.290 0.000
H 3.438 5.141 -2.363 0.000
H 1.606 3.936 -3.495 0.000
H 0.761 1.814 -2.577 0.000
N -4.386 5.775 0.987 0.016
C -3.714 4.856 1.146 0.003
C -2.857 3.725 1.335 0.030
C -1.578 3.745 0.778 -0.010
C -0.742 2.655 0.950 0.023
C -1.169 1.533 1.665 -0.058
C -2.441 1.533 2.236 0.023
C -3.281 2.622 2.076 -0.008
H -1.250 4.611 0.218 -0.001
H 0.257 2.701 0.528 0.001
H -2.780 0.680 2.813 0.001
H -4.269 2.620 2.519 -0.001
Cl 1.786 0.784 3.414 0.020
C 1.218 -0.371 4.663 0.010
C -0.253 -0.598 4.295 0.009
O -1.143 -0.354 5.058 0.000
O -0.400 -1.005 3.045 0.030
H 1.323 0.078 5.643 0.000
H 1.808 -1.278 4.568 0.000
```

Results
Total energy, eV: -99586.758
Energy relative to the best compared isomer or geometry (same formula, charge and spin), eV: 0.000
Multiplicity: 3
Total charge: +1
Max |F|, Eh/bohr: 0.0431

***

A structure of composition C51H68BN6O3P2Pt at a distorted geometry, computed with ωB97M-V/def2-TZVPD.

```
132
Properties=species:S:1:pos:R:3:lowdin_spin:R:1
Pt 0.735 -0.297 -0.834 0.012
C 2.188 -4.434 -1.198 0.000
C 1.540 -3.514 -2.236 0.000
C 0.053 -3.716 -2.359 0.000
C -0.448 -4.546 -3.351 0.000
C -1.813 -4.691 -3.552 0.000
C -2.692 -3.979 -2.757 0.000
C -2.230 -3.166 -1.729 0.000
C -3.219 -2.402 -0.883 0.000
C -3.920 -3.313 0.130 0.000
C -0.854 -3.050 -1.504 0.000
N -0.351 -2.210 -0.503 0.001
C -0.332 -2.477 0.758 0.000
C 0.449 -1.667 1.618 0.000
C 0.642 -1.690 3.009 0.000
C 1.644 -0.762 3.273 0.000
C 2.027 -0.221 2.034 0.000
N 1.316 -0.754 1.043 0.000
H 3.271 -4.300 -1.200 0.000
H 1.963 -5.481 -1.416 0.000
H 1.825 -4.204 -0.195 0.000
H 1.999 -3.690 -3.213 0.000
H 1.731 -2.472 -1.962 0.000
H 0.248 -5.072 -3.997 0.000
H -2.184 -5.337 -4.339 0.000
H -3.760 -4.044 -2.940 0.000
H -3.967 -1.948 -1.538 0.000
H -2.700 -1.597 -0.362 0.000
H -4.440 -4.125 -0.381 0.000
H -4.647 -2.754 0.724 0.000
H -3.192 -3.756 0.812 0.000
H -0.834 -3.361 1.165 0.000
H 0.095 -2.289 3.723 0.000
H 2.058 -0.508 4.238 0.000
H 2.798 0.505 1.829 0.000
C 2.638 4.225 0.166 0.001
C 3.312 3.194 -0.743 0.003
C 4.812 3.240 -0.456 0.011
O 2.840 1.905 -0.318 0.002
B 1.900 1.334 -1.127 0.003
O 0.432 3.037 -2.132 0.004
C 2.875 3.367 -2.246 0.044
C 3.775 3.332 -4.671 0.698
C 2.420 4.795 -2.570 0.008
H 2.989 4.083 1.186 0.000
H 1.558 4.082 0.152 0.000
H 2.884 5.244 -0.134 0.000
H 4.951 3.123 0.619 0.001
H 5.242 4.197 -0.762 0.001
H 5.339 2.428 -0.951 0.005
H 1.801 2.419 -4.542 0.040
H 3.719 4.371 -4.977 0.041
H 4.143 2.643 -5.421 0.038
H 1.605 5.112 -1.929 0.001
H 2.042 4.827 -3.592 0.003
H 3.252 5.502 -2.481 0.001
O -0.401 1.918 1.055 0.000
P -0.972 3.013 1.849 0.000
N -1.963 4.064 0.983 0.000
C -2.570 3.468 -0.237 0.000
C -2.422 4.539 -1.316 0.000
C -2.420 5.833 -0.503 0.000
C -1.572 5.455 0.708 0.000
N -1.884 2.409 3.135 0.000
C -3.001 3.185 3.661 0.000
C -4.234 2.442 3.148 0.000
C -3.813 0.973 3.294 0.000
C -2.278 0.990 3.116 0.000
N 0.182 3.995 2.589 0.000
C -0.149 4.907 3.677 0.000
C 1.232 5.371 4.143 0.000
C 2.120 4.122 3.964 0.000
C 1.257 3.147 3.150 0.000
H -3.627 3.245 -0.048 0.000
H -2.077 2.534 -0.511 0.000
H -3.221 4.493 -2.055 0.000
H -1.468 4.419 -1.830 0.000
H -3.437 6.070 -0.176 0.000
H -2.021 6.691 -1.043 0.000
H -1.788 6.095 1.567 0.000
H -0.504 5.543 0.482 0.000
H -2.948 4.217 3.316 0.000
H -2.980 3.171 4.759 0.000
H -4.384 2.692 2.096 0.000
H -5.139 2.686 3.707 0.000
H -4.298 0.328 2.562 0.000
H -4.068 0.615 4.293 0.000
H -1.945 0.534 2.183 0.000
H -1.780 0.452 3.927 0.000
H -0.663 4.384 4.497 0.000
H -0.775 5.731 3.335 0.000
H 1.213 5.736 5.171 0.000
H 1.578 6.179 3.497 0.000
H 2.395 3.682 4.922 0.000
H 3.042 4.373 3.439 0.000
H 0.831 2.377 3.808 0.000
H 1.775 2.639 2.341 0.000
N -0.331 -0.036 -2.519 0.026
P -0.109 0.900 -3.712 0.003
C -0.198 0.010 -5.332 0.000
C 0.064 0.609 -6.561 0.001
C -0.024 -0.132 -7.730 0.000
C -0.394 -1.470 -7.682 0.000
C -0.679 -2.066 -6.461 0.000
C -0.576 -1.326 -5.290 0.000
C 1.572 1.672 -3.765 0.089
C 2.485 0.481 -3.875 0.370
C 3.815 0.492 -3.492 0.031
C 4.547 1.597 -3.111 0.359
C 4.060 3.014 -3.229 0.130
C 1.687 2.354 -2.378 0.014
C -1.504 2.062 -4.051 0.000
C -2.740 1.587 -3.619 0.000
C -3.903 2.298 -3.878 0.000
C -3.841 3.497 -4.576 0.000
C -2.611 3.983 -4.997 0.000
C -1.450 3.267 -4.741 0.000
H 0.350 1.655 -6.595 0.000
H 0.190 0.339 -8.683 0.000
H -0.459 -2.045 -8.598 0.000
H -0.987 -3.103 -6.414 0.000
H -0.768 -1.770 -4.318 0.000
H 2.059 -0.446 -4.236 0.017
H 4.331 -0.464 -3.484 -0.007
H 5.585 1.449 -2.840 0.019
H 4.878 3.677 -2.915 0.027
H 0.013 2.551 -1.398 0.000
H -2.762 0.653 -3.065 0.000
H -4.861 1.916 -3.544 0.000
H -4.745 4.057 -4.784 0.000
H -2.558 4.925 -5.531 0.000
H -0.491 3.661 -5.060 0.000
```

Results
Total energy, eV: -91577.683
Energy relative to the best compared isomer or geometry (same formula, charge and spin), eV: 1.782
Multiplicity: 3
Total charge: -1
Max |F|, Eh/bohr: 0.0213

***

What is the formula in the second record?
C51H68BN6O3P2Pt

***

Among the records above, which one has the highest total charge?
C34H29ClN2O2P2V